The following is a quantum chemistry calculation of a cluster of 2 separate species, C4H12NO in total, from the OMol25 dataset.

Each line ends with the Löwdin charge.
Cartesian coordinates (Å):
C  -1.81  -2.13  0.50  0.151
N  -0.91  -1.95  -0.37  0.196
H  -2.61  -2.83  0.30  0.122
H  -1.74  -1.60  1.44  0.119
H  -0.09  -1.28  -0.20  0.086
H  -0.97  -2.42  -1.27  0.158
C  0.19  1.29  1.22  -0.044
C  1.08  0.92  0.06  -0.444
C  0.51  1.34  -1.28  -0.046
O  1.28  -0.52  0.11  -0.083
H  0.64  1.01  2.17  0.093
H  -0.80  0.84  1.14  0.069
H  0.04  2.37  1.22  0.098
H  2.05  1.38  0.21  0.145
H  0.53  2.41  -1.40  0.091
H  -0.53  1.03  -1.37  0.078
H  1.07  0.91  -2.12  0.088
H  2.08  -0.76  -0.37  0.122

Total charge: +1
Molar mass, g/mol: 90.15
Energy relative to the best compared isomer or geometry (same formula, charge and spin), kJ/mol: 109.0